Entry from OMol25: C40H41F2InN3O2S as an isolated structure (ωB97M-V/def2-TZVPD).

Values from the calculation:
* lowest unoccupied orbital energy: 2.28 eV
* molecular weight: 780.7 g/mol
* charge: -1
* HOMO-LUMO gap: 6.395 eV
* relative energy (zero: lowest compared OMol25 entry of this formula, charge and spin): 0.00 kcal per mole

```
90
Properties=species:S:1:pos:R:3:forces:R:3:mulliken_charge:R:1
C -0.392668 3.571081 2.586039 -0.0525 -0.1633 0.0414 -2.12
C -3.446301 -0.216538 -1.988080 0.0574 0.0479 0.1165 -0.28
N 2.611408 0.991849 -1.173950 -0.1060 -0.1905 -0.0212 0.27
C -1.161871 -3.444653 -0.623516 -0.0412 -0.5501 0.2953 0.40
H 0.227503 -5.119301 -2.179005 0.0950 0.0266 0.0135 0.47
C -1.652181 -4.187279 -1.854778 -0.0434 0.2111 -0.1074 0.31
H -6.069658 0.627463 -2.061014 0.0346 -0.0141 -0.0157 0.34
H -3.935790 -0.291867 -2.978709 0.0097 -0.0377 0.0201 0.62
H -2.857139 -1.117650 -1.816644 -0.0620 -0.0516 -0.1102 -1.04
C -0.853994 -0.027143 3.444813 -0.2083 -0.1038 0.0520 -0.85
H -3.637926 -3.410639 -1.760624 0.0705 -0.0580 -0.1092 0.26
H 3.647598 1.148220 0.655924 0.0364 0.0098 0.0195 0.33
H -4.356126 -4.460758 -3.885099 -0.0033 0.0114 -0.0023 0.41
C -2.720069 2.029863 -2.839915 0.0631 -0.0333 -0.0860 -0.25
H -6.107283 0.929554 -0.305095 -0.0218 0.0138 -0.0170 0.32
C 1.800867 -2.537865 -3.863835 -0.0410 0.0356 0.1117 -1.02
H -0.051722 3.960812 -2.074302 -0.0263 0.0185 0.0685 0.44
H -0.621292 -2.162049 3.593236 0.0146 -0.0561 0.0608 0.28
H -4.963873 1.813766 -1.323672 -0.0333 0.0233 0.0086 0.31
H 4.939332 -2.490291 1.715425 0.0252 0.0300 -0.0316 0.50
H 0.255941 -1.707041 -5.121036 -0.0664 -0.0120 0.0161 0.51
C -0.834528 2.143887 2.740860 -0.0189 0.0753 -0.1363 0.32
H -0.749821 4.200934 3.407898 0.0434 0.0586 -0.0093 0.39
C 2.207458 -1.726586 -0.188850 -0.0829 -0.1181 0.2083 -0.25
H -2.731659 -5.777215 -5.214575 -0.0246 -0.0352 0.0199 0.39
C 0.674892 -1.774711 -4.126413 0.0294 0.0322 -0.0591 -0.92
C 2.499449 1.639684 -2.277862 0.2794 0.4371 -0.1616 -0.23
H -2.988892 -1.717197 2.656956 -0.1020 -0.0280 -0.0233 0.44
C -1.402795 0.978071 -1.103034 0.0655 -0.3928 0.5349 0.60
C -1.875904 1.540979 2.079333 0.0285 -0.1011 -0.0061 -0.20
C -2.941070 2.200430 1.258735 0.1320 -0.0159 0.1599 -1.02
C -5.063858 -1.464109 -0.731910 0.0786 0.0806 0.0891 -1.20
C -1.844694 3.105295 -2.887453 -0.0340 0.0674 -0.0535 -1.01
C -2.503772 0.964604 -1.967040 0.0294 0.0136 -0.1300 0.42
C 0.093846 -1.103902 -3.063734 -0.0105 0.0350 -0.1254 -0.54
C -0.557105 2.086356 -1.141232 -0.0721 0.0357 0.0411 -0.51
H 3.158454 -3.197102 -2.358928 0.0205 0.0585 0.0311 0.61
C -1.153892 -5.547763 -3.778297 0.0235 -0.0512 -0.0590 -0.62
H 4.762965 3.390415 -0.308139 -0.0162 -0.0144 0.0987 0.44
C -2.439736 -5.351496 -4.262072 -0.0026 -0.0281 -0.0184 -0.38
H -3.385124 1.482214 0.574723 -0.0996 0.0465 -0.0558 -0.21
C -0.767309 -4.977549 -2.575530 0.0496 -0.0260 0.0637 -0.69
O -1.888579 -2.434723 -0.287904 0.3379 0.6751 0.1803 -0.56
C 1.380575 -1.202388 0.823103 -0.5889 0.0065 0.0030 0.12
H -5.565312 -1.831666 -1.646528 -0.0244 0.0000 0.0034 0.36
H -0.450278 -6.142522 -4.348830 0.0177 0.0109 0.0170 0.40
N 0.592238 -1.116014 -1.834934 -0.0075 -0.3186 -0.0936 1.27
S 3.461439 3.082946 -2.359925 -0.0907 -0.3141 0.1458 -0.20
H -5.808299 -1.398389 0.064104 -0.0165 -0.0130 -0.0103 0.44
H 1.891874 1.187167 4.087623 0.0702 0.0513 0.0588 0.22
C 0.931917 1.475578 4.531115 -0.0997 -0.1171 -0.1601 -1.73
C -1.878353 0.121623 2.421918 0.0760 -0.1133 -0.3231 2.02
H -2.547501 3.034561 0.674616 -0.0506 0.0227 -0.0425 0.31
C -2.948523 -4.018070 -2.330477 0.0023 0.0723 0.0489 0.21
C 4.045911 2.740539 -0.779538 -0.0007 0.1205 -0.1264 -0.29
H -2.017289 3.914582 -3.587378 0.0057 0.0086 -0.0026 0.34
H -0.801728 -0.507511 -3.203409 -0.0212 -0.0142 0.0155 0.03
C -3.344899 -4.602552 -3.523385 -0.0202 -0.0120 -0.0231 -0.75
C 3.478867 1.598379 -0.312177 0.1148 0.1867 -0.0389 -0.75
H -3.571101 2.007696 -3.514667 -0.0209 -0.0347 0.0145 0.42
H 1.864136 1.344226 -3.100017 -0.0651 -0.0169 0.0160 0.39
H 0.271105 2.133330 -0.441549 0.0789 0.0681 -0.0911 0.84
C 3.098260 -1.645271 2.440221 0.0585 0.0879 -0.1632 0.02
F 3.532622 -1.625397 3.724255 -0.0300 -0.0035 0.0170 -0.40
H 0.203553 -1.258725 4.868290 0.0142 -0.0396 0.0106 0.38
F 4.398533 -2.538670 -0.754571 -0.0623 -0.0592 -0.0405 -0.42
C 1.695627 -1.815967 -1.573417 0.1789 -0.1130 -0.2644 0.24
C -0.691612 -1.287445 4.245060 -0.0057 0.1772 -0.0719 -1.38
H -3.734125 2.586827 1.910276 -0.0268 0.0192 -0.0198 0.36
C 3.949911 -2.129827 1.474387 0.0579 0.0145 0.1016 -1.10
H -1.554513 -1.429089 4.904995 0.0114 -0.0792 0.0089 0.33
O -0.159857 -3.846112 -0.042587 -0.0311 0.1351 -0.1831 -0.73
H 0.697637 3.643896 2.561979 0.0135 0.0657 -0.0017 0.40
C 2.307145 -2.574549 -2.577322 0.0119 -0.0746 -0.0788 -0.96
N -4.448635 -0.165690 -0.925986 -0.1033 -0.0457 -0.1015 1.03
C -0.752600 3.133364 -2.033900 0.0263 0.0161 0.0102 -1.23
H 2.283057 -3.102966 -4.652259 -0.0191 -0.0302 0.0098 0.41
H -3.793941 -0.511691 1.642045 -0.0428 -0.0554 0.0082 0.18
C -0.217518 1.177168 3.610311 0.0028 0.0057 0.1565 1.86
H -4.296157 -2.176530 -0.431510 -0.0613 0.0386 0.0602 0.23
C 3.486778 -2.133143 0.172395 -0.1059 0.0603 0.0927 0.64
H 1.219272 -0.742436 2.906513 0.1518 -0.0543 0.0025 0.09
H -3.747495 -0.298158 3.403874 -0.0688 -0.0589 -0.0012 0.28
H 0.973270 2.541538 4.759467 0.0514 0.0116 0.0163 0.48
C -5.449179 0.849432 -1.172703 0.0729 0.0546 0.0917 -1.25
In -0.756853 -0.589656 0.378270 -0.0086 0.2113 0.0047 1.03
C -3.179126 -0.649574 2.532630 0.1716 0.0737 -0.0360 -1.67
C 1.845457 -1.156610 2.130208 -0.0337 0.0452 0.0323 0.33
H -0.775282 3.989276 1.653763 0.0050 0.0529 0.0068 0.38
H 0.831009 0.939041 5.476458 0.0571 -0.0123 0.0085 0.38
```
Forces are in eV/Å.